(1)
Below is a molecular structure, C49H29BN12O2Ti, with properties calculated with wB97M-V/def2-TZVPD.

Each line ends with the Löwdin charge.
CARTESIAN COORDINATES (ANGSTROEM)
Ti 0.07311 0.34165 0.43791  1.1591
O -2.70338 2.86999 -5.91842  -0.0716
O -3.58156 4.08204 -4.22675  -0.0677
N -0.92557 -0.85873 1.88621  0.0407
N -1.64611 1.67249 1.06300  0.0437
N 0.63020 -0.91942 3.72523  0.1886
N -2.98592 -1.47559 0.76186  0.2038
N -0.30028 1.65264 -1.07027  -0.0708
N -1.43622 -0.57014 -0.89998  0.0912
N 0.25927 1.36648 -2.32303  0.0416
N 0.69105 -1.63714 -3.08366  0.1518
N 0.83682 1.81271 1.76570  0.0724
N 1.73610 0.30162 -0.89581  0.0835
N 1.75710 -0.68607 1.59776  0.0860
N 3.66783 -0.77995 0.08870  0.1985
C 4.69713 -2.01066 4.94927  -0.1047
C -4.63582 -2.18896 -1.72924  -0.0374
C 3.10784 -0.93425 1.23540  -0.2804
C -1.38486 1.27766 -4.10434  -0.0008
C -0.62357 0.40544 -3.14620  -0.2147
C -1.56876 -0.35905 -2.22964  -0.1522
C 1.68807 -0.92159 2.91578  -0.2955
C -2.86099 3.18854 -4.72163  -0.6883
C 3.86085 -1.35386 2.40217  -0.1105
C -2.28457 -1.25628 1.80973  -0.3107
C -4.52920 -1.75732 -4.11527  -0.1017
C -4.18633 -2.01686 4.99706  -0.0998
C 0.23313 -0.65237 -3.86050  -0.2032
C 5.18791 -1.73227 2.58379  -0.0225
C -1.86004 -1.45957 5.39102  -0.0187
C 3.37752 -1.63607 4.76052  -0.0209
C 0.53939 -0.58851 -5.21231  -0.0167
C 1.48562 -2.55267 -3.61282  -0.1226
C -3.11032 -1.81031 5.87415  -0.1030
C -4.04070 -1.87425 3.62773  -0.0168
C -3.40237 -1.52232 -1.60099  -0.1167
C -2.11218 2.50957 0.13073  -0.1747
C -2.75244 -0.96632 -2.71995  -0.1006
C -2.21101 2.69304 -2.28726  0.0590
C 4.86895 -0.20245 -2.75016  -0.0336
C 3.01912 -0.23718 -0.93825  -0.2860
C -1.72580 -1.30610 4.01799  -0.1221
C 5.59017 -2.05891 3.86689  -0.1031
C -3.06909 3.48284 0.43285  0.0105
C 1.52354 0.87695 -2.07956  -0.2730
C 5.13266 0.27414 -4.00728  -0.1108
C -2.78636 -1.50691 3.14975  -0.1147
C -0.56651 -0.97310 3.18685  -0.3186
C -5.18421 -2.29985 -2.97817  -0.1132
C 1.85091 -2.56750 -4.95386  -0.0701
C -3.54015 3.58153 1.71818  -0.0526
C -2.05573 2.35306 -3.69175  -0.1023
C 2.63879 0.78189 -2.93302  -0.1116
C -1.52073 2.30548 -1.19034  -0.2125
C 1.08307 2.67126 2.49881  -0.1572
C 2.98363 -1.30598 3.47088  -0.1087
C 3.59901 0.05110 -2.19283  -0.1155
C -3.33459 -1.09668 -4.00189  -0.0075
C -3.03920 2.72099 2.69269  -0.0422
C -2.58351 -1.24343 -0.49010  -0.2843
C -2.09344 1.79908 2.32458  -0.1027
C 2.93280 1.28141 -4.21514  -0.0286
C 1.35596 -1.56491 -5.76321  -0.0684
C 4.17178 1.02324 -4.74075  -0.1082
B 1.37323 3.81514 3.54885  -0.4253
H 0.18084 0.22255 -5.82845  0.1100
H 4.43118 1.39549 -5.72450  0.0868
H -1.01179 -1.30258 6.04477  0.1081
H 6.61715 -2.35564 4.04652  0.0889
H -2.86787 -0.66722 -4.87756  0.1064
H -3.35347 2.77730 3.72514  0.1053
H -4.86406 -2.03183 2.94315  0.1080
H 2.57601 3.92076 3.67552  -0.0094
H 5.87084 -1.76045 1.74446  0.1055
H 2.50670 -3.33797 -5.33765  0.0927
H 1.61460 -1.52234 -6.81450  0.1026
H 1.84934 -3.31710 -2.93352  0.1068
H -5.12344 -2.59640 -0.85186  0.0993
H -1.64520 1.15835 3.06651  0.1058
H -6.13398 -2.80584 -3.11021  0.0844
H -1.41932 1.07793 -5.16619  0.0948
H -4.99483 -1.85434 -5.08863  0.0885
H -3.09096 3.30012 -2.12442  0.0966
H 6.10248 0.09003 -4.45619  0.0848
H -3.40319 4.15549 -0.34254  0.1171
H 5.60894 -0.75766 -2.18737  0.1012
H -3.26531 -1.92822 6.93978  0.0882
H 2.19853 1.86349 -4.75898  0.1170
H 5.05101 -2.26854 5.94008  0.0872
H 0.84550 3.44749 4.58448  -0.0046
H -5.15165 -2.29183 5.40622  0.0903
H -4.27397 4.33607 1.97300  0.1051
H 0.86453 4.83496 3.12754  -0.0073
H 2.66943 -1.59191 5.57787  0.1056

Output
* charge: -2
* gap between HOMO and LUMO (spin up / spin down): 5.01 / 5.01 eV
* energy relative to the best compared isomer or geometry (same formula, charge and spin): 0.0 kcal per mole

(2)
Below is a molecular structure, C49H32Cl4N6ORu, with properties calculated with wB97M-V/def2-TZVPD.

Each line ends with the Löwdin spin population.
CARTESIAN COORDINATES (ANGSTROEM)
Ru 0.10732 -0.33251 0.33220  2.3773
Cl -7.07639 3.70998 0.76337  0.0067
Cl -2.46581 -8.55535 4.13728  0.0017
Cl -1.19246 8.53534 -0.70049  0.0280
Cl 7.38475 0.24032 6.25670  0.0016
O 1.48341 -0.84373 -7.09463  0.0001
N 0.49566 -0.47444 -1.61276  0.1295
N 0.72158 -1.41486 1.93009  0.1592
N 0.40731 0.17142 -4.72435  0.0095
N -1.21577 1.81433 -1.73518  0.1940
N -1.54791 -1.49120 0.17605  0.0487
N 1.51821 1.11327 0.66308  0.0606
C -0.71060 -0.48152 -2.51648  0.0260
C -2.02559 -7.02228 3.46205  0.0049
C -3.51811 -2.32730 -0.57689  0.0366
C 1.85367 -1.16148 2.68260  0.0092
C -2.76926 0.08178 -1.24448  0.1320
C 2.32528 -0.17236 -6.18283  0.0005
C -1.77235 -2.69917 0.80714  0.0260
C 0.47567 5.06073 0.29702  0.0717
C 0.20517 -2.61634 2.33215  0.0282
C 0.02453 6.36484 0.34395  -0.0115
C 2.68943 -0.07163 2.54149  0.1848
C -1.31732 -4.56342 2.38327  0.0197
C -2.97163 -3.24719 0.32179  0.1369
C 6.03158 0.15238 5.17954  0.0046
C -2.63779 -1.26349 -0.64973  0.1359
C -2.82944 -5.91770 3.69360  -0.0010
C -0.93404 -3.24395 1.81178  0.1906
C 0.47040 -1.56474 -6.42773  0.0005
C -5.20725 2.93977 -1.02445  -0.0030
C -4.49039 0.69877 0.44622  0.0189
C -1.70280 0.52332 -1.96353  -0.0007
C 0.27880 4.26532 -0.84471  0.0229
C 3.91047 0.98369 4.45041  0.0095
C 1.70663 2.33759 0.02177  0.0942
C -2.47266 -4.69380 3.15019  0.0097
C 3.37832 2.10580 1.49919  0.0984
C -3.83404 0.96800 -0.75658  0.0098
C 0.93400 0.78159 -2.29719  0.0286
C -5.83223 2.65775 0.18225  0.0193
C 4.98882 1.05591 5.31685  -0.0004
C -0.63571 6.90079 -0.75287  0.0802
C 2.00650 -2.23081 3.63138  0.0097
C -5.48235 1.53963 0.92092  -0.0030
C 3.86125 0.01005 3.45551  0.0191
C -0.87358 -6.91729 2.69952  0.0004
C 1.53727 0.85498 -5.38436  0.0008
C 2.53411 1.00525 1.59808  0.0465
C -0.43163 -0.62294 -5.64402  0.0007
C -0.85898 6.13801 -1.89272  -0.0118
C 2.84925 2.94559 0.51159  0.0730
C -0.40839 4.83606 -1.93180  0.0690
C -4.21606 2.09631 -1.48649  0.0173
C -0.52422 -5.68668 2.16603  0.0104
C 0.19724 0.22882 -3.46815  0.0079
C 4.91651 -0.88887 3.33839  0.0095
C 1.00731 -3.12005 3.41351  -0.0066
C 0.73785 2.90244 -0.91746  0.3286
C 0.08170 1.93190 -1.74842  0.0099
C 6.00535 -0.82048 4.19397  0.0002
H 3.24154 3.89227 0.17560  0.0008
H -0.93282 0.07277 -6.31726  0.0001
H 4.89312 -1.64418 2.56226  0.0003
H 2.80452 -0.88912 -5.50429  0.0000
H -0.26101 -7.79090 2.52540  0.0000
H 1.99916 0.99489 -2.33357  0.0028
H -1.37782 6.57336 -2.73538  -0.0023
H -4.45685 -2.40236 -1.10223  -0.0009
H -1.17536 -1.16618 -5.06608  0.0002
H 4.26743 2.27162 2.08390  0.0044
H -3.09352 -3.82560 3.33389  -0.0002
H -3.72162 -6.01714 4.29610  0.0000
H -5.98387 1.33317 1.85598  -0.0005
H 0.96094 4.63555 1.16433  0.0028
H -5.50571 3.80889 -1.59377  -0.0005
H -0.57950 4.24268 -2.82052  0.0010
H 0.16772 6.96747 1.23001  -0.0021
H 0.90986 -2.30990 -5.75275  0.0000
H 0.81685 -4.03455 3.95022  -0.0001
H -1.14665 -1.44666 -2.76091  0.0027
H 3.09167 1.68468 4.55507  0.0001
H 5.02365 1.80477 6.09580  0.0000
H 2.15128 1.33920 -4.62902  0.0002
H -4.21358 -0.17253 1.02578  0.0010
H 1.11809 1.61030 -6.05001  0.0002
H 6.82926 -1.51379 4.09809  0.0000
H 2.77541 -2.28536 4.38413  0.0010
H -3.38853 -4.19667 0.61439  0.0068
H 0.37333 -5.59992 1.56559  0.0006
H -3.73937 2.30646 -2.43429  0.0000
H 3.09574 0.33092 -6.76258  0.0001
H -0.11395 -2.08035 -7.18656  0.0001

Output
* charge: +1
* gap between HOMO and LUMO (spin up / spin down): 5.56 / 5.48 eV
* 2S+1: 6

(3)
Below is a molecular structure, C49H32I4N6OPt, with properties calculated with wB97M-V/def2-TZVPD.

Each line ends with the Löwdin spin population.
CARTESIAN COORDINATES (ANGSTROEM)
Pt 0.02329 0.11208 -0.47463  0.0617
I -6.65614 -5.90267 -4.25633  0.0003
I 6.42719 7.33928 -1.01652  0.0002
I -6.72938 7.10360 0.48715  0.0003
I 6.69284 -6.01919 -4.03382  0.0003
O 0.61526 -1.34802 6.71192  0.0000
N -0.07750 -0.64384 2.07210  0.0118
N 0.01961 -1.82323 -1.10557  0.0553
N -2.00631 0.17443 -0.63680  0.1753
N 2.06715 0.11382 -0.50177  0.1786
N 0.02643 2.06471 0.10494  0.0544
N -0.70945 -1.66294 4.25780  -0.0001
C 4.27697 4.04644 0.79269  0.0083
C -0.68383 -3.91881 -1.62261  0.0561
C -0.65186 4.04961 0.97897  0.0679
C -3.46902 -3.08044 -3.48441  0.0091
C -4.17011 -0.32413 -1.25245  -0.0186
C -1.07288 -2.59402 -1.35559  0.0657
C -5.19693 -4.61613 -1.94666  0.0010
C 1.10898 -2.63743 -1.24572  0.0522
C 3.41187 4.26302 -1.43258  0.0097
C -4.48123 5.49304 -0.73127  0.0015
C 5.13496 5.73996 -0.66642  0.0007
C 5.19091 -4.78007 -1.72540  0.0011
C 3.46012 -3.10121 -1.86880  0.0246
C 3.40837 3.61383 -0.20013  0.0270
C 4.51822 -3.92521 -3.87828  0.0016
C -5.30059 5.58863 0.38627  0.0009
C 0.69505 -3.94617 -1.55413  0.0644
C 4.24645 -0.44649 -0.99015  -0.0297
C 5.14445 5.10938 0.56576  0.0008
C -4.17030 0.93860 -0.79717  -0.0288
C 2.46285 2.47541 0.00578  0.2312
C -2.40699 2.46161 0.13106  0.2090
C 0.72898 4.05883 0.92637  0.0554
C 5.31056 -4.76429 -3.10436  0.0009
C 2.87469 -0.91422 -0.90251  0.0096
C 2.46039 -2.18740 -1.23861  0.2130
C -4.24035 3.67058 1.34940  0.0080
C 1.11771 2.82682 0.37231  0.0716
C -0.12961 -0.26529 6.17880  0.0000
C -5.18028 4.69112 1.43382  0.0012
C -4.38870 -3.91064 -4.10731  0.0015
C -5.25396 -4.66884 -3.32931  0.0008
C -3.41215 -2.99633 -2.09590  0.0257
C -0.35939 -1.10680 3.09325  0.0002
C -2.80853 1.25410 -0.40470  0.0112
C -1.06622 2.81474 0.44839  0.0498
C 4.27310 5.32266 -1.67314  0.0015
C 1.21375 -2.13165 5.69282  0.0000
C 0.15584 -2.72881 4.78500  -0.0001
C -4.27344 -3.77558 -1.33604  0.0082
C -2.41227 -2.09185 -1.45888  0.2186
C -1.25251 -0.77247 5.29467  0.0000
C 3.59372 -3.10082 -3.25521  0.0089
C -2.80977 -0.81788 -1.14075  -0.0063
C -3.54394 4.47313 -0.79890  0.0087
C 4.24231 0.85792 -0.67687  -0.0185
C 2.87165 1.21872 -0.36626  -0.0072
C -3.42469 3.54670 0.23340  0.0245
C 4.26276 -3.94469 -1.11351  0.0081
H 4.27208 5.81639 -2.63525  0.0002
H 4.61958 -3.91237 -4.95484  0.0002
H 5.09057 -1.06649 -1.24670  -0.0014
H -4.22339 -3.72970 -0.25453  0.0007
H -5.86108 -5.22278 -1.34647  0.0001
H -1.96959 -1.34421 5.88548  0.0000
H -2.78459 -2.48755 -4.07958  0.0005
H -1.77097 0.05198 4.80849  0.0000
H -5.80744 4.78294 2.30993  0.0001
H -1.35340 -4.73781 -1.83103  0.0018
H -4.56726 6.20726 -1.53842  0.0002
H 2.73399 3.92745 -2.20825  0.0005
H 4.16627 -3.95021 -0.03430  0.0009
H -4.42708 -3.96749 -5.18635  0.0002
H 0.60880 -3.25518 3.94682  0.0000
H 1.35077 -4.78997 -1.69854  0.0024
H 5.08118 1.53309 -0.62048  -0.0006
H -1.30543 4.82124 1.35330  0.0026
H 1.90431 -1.51775 5.10021  0.0000
H -0.52658 0.28766 7.02860  0.0000
H -5.00368 -0.90120 -1.61922  -0.0006
H -5.00355 1.61795 -0.71553  -0.0014
H 1.40012 4.83925 1.24800  0.0016
H -0.47205 -3.42476 5.34315  0.0000
H 4.28117 3.54712 1.75444  0.0008
H 5.81224 -5.43379 -1.12834  0.0001
H 0.52626 0.39652 5.59870  0.0000
H 2.96858 -2.44200 -3.84595  0.0004
H 1.77941 -2.91516 6.19452  0.0000
H -4.14190 2.96477 2.16575  0.0009
H 5.81848 5.43819 1.34523  0.0001
H -2.89394 4.39139 -1.66201  0.0004

Output
* charge: 0
* gap between HOMO and LUMO (spin up / spin down): 4.85 / 4.80 eV
* 2S+1: 3

(4)
Below is a molecular structure, C49H34BF5InN12O7PSe, with properties calculated with wB97M-V/def2-TZVPD.

Each line ends with the Löwdin spin population.
CARTESIAN COORDINATES (ANGSTROEM)
In 0.05380 0.05526 0.13395  0.0021
Se 3.65472 -0.41870 1.51309  0.6715
P -2.67270 2.38716 1.58912  0.0000
F 4.94288 -1.24308 -1.16798  0.0129
F 8.73240 -0.10463 2.53829  -0.0076
F 7.54351 -1.41316 -1.81922  -0.0071
F 6.12186 0.07534 3.19345  0.0138
F 9.43826 -0.88978 0.04221  0.0230
O 5.49462 1.67964 -6.60482  0.0000
O 6.19786 3.39275 -2.14752  0.0001
O -1.83079 1.43944 0.76951  0.0000
O 3.81890 0.37428 -7.00114  0.0000
O 0.94944 -1.14450 -2.95969  0.0001
O 4.77820 2.91874 -0.59900  0.0011
O 0.64347 0.70414 -1.71961  0.0001
N 1.02282 -2.05221 0.09113  0.0073
N -2.07385 -3.68478 3.58037  0.0000
N -1.33718 -3.88804 2.46264  0.0000
N 0.16648 -0.38771 2.24430  -0.0001
N 1.01192 2.27315 0.45660  0.0015
N -1.84299 -2.24393 0.68688  0.0000
N 4.49443 1.07608 -6.27848  0.0000
N 0.51084 -3.00901 0.90129  0.0009
N -0.33048 -1.56134 2.70481  0.0004
N 5.18123 2.86764 -1.75341  0.0001
N -1.68161 -1.18217 -0.12226  0.0000
N 0.00341 5.91271 -2.45260  0.0004
C -2.21183 -5.85002 2.99020  0.0000
C 1.27900 -0.03945 -2.59908  0.0000
C 4.79432 2.01171 -4.02938  0.0000
C -5.99233 0.04519 1.41728  0.0000
C 0.56858 -0.49451 4.42885  0.0000
C -3.32810 6.35465 0.81036  0.0000
C -4.69326 0.50877 1.27057  0.0000
C -2.65544 -1.18979 -1.02525  0.0000
C 7.19185 -1.05545 -0.59033  -0.0075
C 2.48643 4.00932 1.18818  0.0018
C 0.69758 0.26524 3.27432  0.0000
C -2.92777 -2.93174 0.28741  0.0000
C -1.82229 2.09160 5.55259  0.0000
C -2.94137 3.98235 0.78450  0.0000
C 4.05768 1.20460 -4.87395  0.0000
C -1.43013 -5.19360 2.07965  0.0000
C -1.98025 2.69502 3.23062  0.0000
C 0.45699 3.12890 -0.40614  -0.0001
C -2.58796 -4.85233 3.90986  0.0000
C -3.51970 5.13070 -1.25151  0.0000
C 5.86062 -0.95723 -0.24670  0.0486
C 2.07618 -2.58183 -0.52458  0.0125
C -0.42938 3.84379 4.66597  0.0000
C -3.57423 6.32979 -0.55432  0.0000
C 2.93575 0.51095 -4.44942  0.0000
C 4.37845 2.11017 -2.71367  0.0000
C 2.50873 0.66291 -3.13917  0.0001
C -3.20491 3.95964 -0.58400  0.0000
C 7.79893 -0.38633 1.64063  -0.0091
C 6.46047 -0.29266 1.96720  0.0523
C 3.23778 1.46227 -2.27002  0.0006
C -6.92042 0.79643 2.12265  0.0000
C 5.45590 -0.57001 1.03314  0.0640
C -6.55636 2.01351 2.68694  0.0000
C 0.90772 4.43884 -0.54167  0.0007
C -0.08096 -1.64254 4.02497  0.0003
C 2.27138 -3.89502 -0.10124  0.0054
C 1.92352 4.89753 0.29514  0.0002
C -5.26351 2.48273 2.53778  0.0000
C -3.02570 5.18188 1.48671  0.0000
C -0.84464 3.05930 5.73364  0.0000
C -0.98274 3.65137 3.40991  0.0000
C 8.16717 -0.77473 0.35885  0.0660
C -4.33044 1.72733 1.82841  0.0000
C -2.39268 1.90824 4.30253  0.0000
C 2.02217 2.70566 1.21494  0.0197
C -3.48192 -2.28989 -0.80270  0.0000
C 0.38599 5.27041 -1.58107  0.0001
C 1.25782 -4.12154 0.80606  -0.0003
B -0.76652 -2.69576 1.72400  0.0005
H -0.39236 -2.49006 4.60089  0.0000
H -0.65012 4.25188 2.57029  0.0000
H -3.16414 3.01792 -1.12085  0.0000
H 1.12717 1.24100 3.15083  0.0001
H -2.13766 1.47499 6.38375  0.0000
H -3.71464 5.11316 -2.31421  0.0000
H -3.80513 7.24817 -1.07711  0.0000
H -3.38017 7.28922 1.35325  0.0000
H 5.67163 2.53217 -4.38393  0.0000
H -7.93262 0.43242 2.23829  0.0000
H 3.03351 -4.58484 -0.41654  -0.0001
H -2.71626 -0.41247 -1.76940  0.0000
H 0.91606 -0.24589 5.41435  0.0000
H 2.26916 5.91960 0.22118  0.0000
H -2.86250 5.20480 2.55659  0.0000
H 1.04595 -4.99722 1.39290  -0.0001
H 2.41298 -0.14396 -5.13266  0.0000
H -6.28194 -0.90203 0.98191  0.0000
H -3.21359 -4.93647 4.78317  0.0000
H -3.16731 1.16540 4.15563  0.0000
H -0.40495 3.20820 6.71142  0.0000
H -2.47520 -6.89294 3.00705  0.0000
H -0.33722 2.75143 -1.02969  0.0000
H 2.50794 1.98197 1.85581  0.0219
H 2.63457 -2.02233 -1.25167  0.0001
H 2.94449 1.55878 -1.23794  0.0015
H -4.34852 -2.58803 -1.36504  0.0000
H -7.28301 2.59248 3.24087  0.0000
H 0.32549 4.60535 4.81554  0.0000
H -3.95719 -0.06844 0.72603  0.0000
H 3.29722 4.30691 1.83695  0.0001
H -3.24551 -3.83080 0.78695  0.0000
H -0.97186 -5.56472 1.17843  0.0000
H -4.97040 3.43352 2.96876  0.0000

Output
* charge: +1
* gap between HOMO and LUMO (spin up / spin down): 8.49 / 6.40 eV
* energy relative to the best compared isomer or geometry (same formula, charge and spin): 26.7 kcal per mole
* 2S+1: 2

Electronic energy, record by record: -97057.752, -114982.828, -97969.388, -177644.533 eV